(1)
C3HLiO4V | wB97M-V/def2-TZVPD

XYZ file:
```
10
Properties=species:S:1:pos:R:3:mulliken_spin:R:1
O -2.7626 1.5797 -0.0817 -0.0024
C -1.9241 0.8291 0.2426 0.0034
O -1.1990 0.1087 0.7762 0.0142
V -4.6315 2.4172 0.0582 3.9847
O 1.5694 0.4091 -1.8999 0.0000
C 1.7661 -0.1255 -0.6825 0.0000
C 1.6119 -0.9028 0.2502 0.0001
O 1.4410 -1.7466 1.1732 0.0000
Li 1.8747 -2.5741 2.6322 0.0000
H 2.2542 0.0052 -2.4685 0.0000
```

Values from the calculation:
charge = +1
highest occupied orbital energy (alpha / beta) = -8.938 / -8.938 eV
multiplicity = 5
frontier orbital gap (alpha / beta) = 0.1363 / 0.1498 Ha
LUMO level (alpha / beta) = -5.23 / -4.86 eV
energy above the lowest of the compared OMol25 structures with the same formula, charge and spin = 0.0 kcal per mole


(2)
C3HN3O | wB97M-V/def2-TZVPD

XYZ file:
```
8
Properties=species:S:1:pos:R:3:nbo_charge:R:1
N 2.7223 1.0648 0.8440 -0.1905
C 1.8410 0.5230 0.3467 0.1617
C 0.9513 -0.0394 -0.4941 0.0248
N 0.6050 -0.8220 -1.2893 0.3031
O 0.0193 -1.4803 -2.0739 -0.2886
C -2.0132 0.1939 0.9028 0.0703
N -3.1053 0.3496 1.1825 -0.2828
H -1.0203 0.2103 0.5813 0.2020
```

Values from the calculation:
highest occupied orbital energy = -11.380 eV
multiplicity = 1
frontier orbital gap = 0.3861 Ha
LUMO level = -0.87 eV
energy above the lowest of the compared OMol25 structures with the same formula, charge and spin = 63.7 kcal per mole


(3)
C3HN4 | wB97M-V/def2-TZVPD

XYZ file:
```
8
Properties=species:S:1:pos:R:3:nbo_charge:R:1
C 1.2137 0.5356 -0.9821 -0.2162
C -0.0017 0.3955 -0.9912 -0.0748
C -1.2463 0.4419 -1.4996 0.2413
N -0.7863 -0.3962 1.2324 -0.5550
N -2.2685 0.3474 -2.0155 -0.3164
N 0.1400 -0.6110 1.9394 0.1706
N 0.9917 -0.8728 2.6690 -0.4759
H 1.9575 0.1597 -0.3522 0.2264
```

Values from the calculation:
charge = -1
highest occupied orbital energy (alpha / beta) = -3.246 / -3.247 eV
multiplicity = 1
frontier orbital gap (alpha / beta) = 0.2555 / 0.2556 Ha
LUMO level (alpha / beta) = 3.71 / 3.71 eV
energy above the lowest of the compared OMol25 structures with the same formula, charge and spin = 37.5 kcal per mole


(4)
C3HN4O5 | wB97M-V/def2-TZVPD

XYZ file:
```
13
Properties=species:S:1:pos:R:3:mulliken_spin:R:1
C 0.9324 2.0856 -1.6120 0.0953
C -2.0862 -2.1438 2.6455 0.0035
C 0.4042 -0.1959 -0.8807 0.2697
N 1.4235 1.3782 -2.6388 0.1411
N 2.0460 0.5312 -3.1247 0.6341
N 0.5773 1.1116 -0.6652 0.0841
N 0.1476 -0.8172 0.3762 0.2068
O -1.4088 -2.9747 3.0941 0.0008
O 0.6991 3.2275 -1.5315 0.1520
O -2.8689 -1.4053 2.1950 -0.0008
O -0.1967 -2.0401 0.4016 0.2886
O 0.0796 -0.0757 1.4324 0.1376
H 0.2509 1.3187 0.3081 -0.0127
```

Values from the calculation:
charge = -1
highest occupied orbital energy (alpha / beta) = -3.130 / -4.859 eV
multiplicity = 3
frontier orbital gap (alpha / beta) = 0.2404 / 0.2855 Ha
LUMO level (alpha / beta) = 3.41 / 2.91 eV


(5)
C3HNO | wB97M-V/def2-TZVPD

XYZ file:
```
6
Properties=species:S:1:pos:R:3:nbo_charge:R:1
N 0.3294 -2.1455 -1.8599 -0.3018
C 0.2833 -1.2615 -1.1375 0.2565
C 0.3973 -0.1469 -0.2893 -0.6454
C 1.6239 0.2749 -0.4336 0.7859
O 2.7223 0.4817 -0.7065 -0.3878
H -0.3886 0.2192 0.3345 0.2927
```

Values from the calculation:
highest occupied orbital energy = -10.057 eV
multiplicity = 1
frontier orbital gap = 0.3662 Ha
LUMO level = -0.09 eV
energy above the lowest of the compared OMol25 structures with the same formula, charge and spin = 0.0 kcal per mole


(6)
C3HNO2 | wB97M-V/def2-TZVPD

XYZ file:
```
7
Properties=species:S:1:pos:R:3:nbo_charge:R:1
O -1.7272 -0.6789 -0.5830 -0.5534
C -0.8462 -0.2100 0.2443 0.1956
C 0.2943 0.6108 -0.1219 0.3185
O 0.1600 1.7855 -0.3763 -0.4512
C 1.5976 -0.0301 0.1600 0.1631
N 2.6000 -0.5864 0.3237 -0.2266
H -2.0784 -0.8908 0.3533 0.5541
```

Values from the calculation:
highest occupied orbital energy = -10.007 eV
multiplicity = 1
frontier orbital gap = 0.3243 Ha
LUMO level = -1.18 eV
energy above the lowest of the compared OMol25 structures with the same formula, charge and spin = 72.5 kcal per mole


(7)
C3HNO2 | wB97M-V/def2-TZVPD

XYZ file:
```
7
Properties=species:S:1:pos:R:3:nbo_charge:R:1
N -0.2420 1.3586 2.0959 -0.2010
C -0.3001 0.9983 1.0001 0.1509
C -0.5560 0.1727 -0.1882 0.3912
O -1.6501 0.0520 -0.6582 -0.4039
C 0.6399 -0.6555 -0.6561 0.3459
O 1.6876 -0.6278 -0.0696 -0.4297
H 0.4183 -1.3013 -1.5225 0.1467
```

Values from the calculation:
highest occupied orbital energy = -11.201 eV
multiplicity = 1
frontier orbital gap = 0.3446 Ha
LUMO level = -1.82 eV
energy above the lowest of the compared OMol25 structures with the same formula, charge and spin = 1.8 kcal per mole


(8)
C3HNO4 | wB97M-V/def2-TZVPD

XYZ file:
```
9
Properties=species:S:1:pos:R:3:nbo_charge:R:1
O 2.2595 -0.9635 -0.0030 -0.4763
C 1.2519 -0.3319 0.0024 0.8597
N 1.2030 1.0286 -0.0276 -0.5541
C 0.0520 1.6294 0.0169 0.4809
O -1.1439 1.0115 -0.0125 -0.4860
C -1.1821 -0.4074 0.0151 0.9832
O -2.2357 -0.9644 -0.0148 -0.5128
O -0.0127 -0.9918 0.0197 -0.5043
H -0.0897 2.7254 0.0717 0.2096
```

Values from the calculation:
highest occupied orbital energy = -11.964 eV
multiplicity = 1
frontier orbital gap = 0.4155 Ha
LUMO level = -0.66 eV
energy above the lowest of the compared OMol25 structures with the same formula, charge and spin = 14.8 kcal per mole


(9)
C3HNOS3 | wB97M-V/def2-TZVPD

XYZ file:
```
9
Properties=species:S:1:pos:R:3:nbo_charge:R:1
C -0.3369 -0.7660 0.9018 -0.3862
C 0.2621 -1.9291 0.2883 0.3366
C 0.5375 2.5485 -1.0857 0.0465
N 0.9388 1.9082 -0.2062 -0.5504
O 1.2833 -2.5528 0.4093 -0.6136
S -0.9506 -0.7643 2.3844 -0.2472
S -1.1083 -2.1288 -0.7321 -0.3813
S -0.0818 3.5140 -2.2177 -0.4859
H -0.5441 0.1703 0.2579 0.2817
```

Values from the calculation:
charge = -2
highest occupied orbital energy = -0.961 eV
multiplicity = 1
frontier orbital gap = 0.2362 Ha
LUMO level = 5.47 eV
energy above the lowest of the compared OMol25 structures with the same formula, charge and spin = 10.4 kcal per mole


(10)
C3HO2 | wB97M-V/def2-TZVPD

XYZ file:
```
6
Properties=species:S:1:pos:R:3:nbo_charge:R:1
C -0.6326 -0.5933 1.8361 -0.6761
C 0.0340 0.0728 1.0650 -0.4655
C 0.5799 0.5338 -1.7278 1.0712
O 1.6063 -0.0140 -1.8063 -0.5569
O -0.3892 1.1382 -1.9583 -0.5543
H -1.1984 -1.1374 2.5913 0.1815
```

Values from the calculation:
charge = -1
highest occupied orbital energy = -3.763 eV
multiplicity = 1
frontier orbital gap = 0.2800 Ha
LUMO level = 3.86 eV
energy above the lowest of the compared OMol25 structures with the same formula, charge and spin = 21.9 kcal per mole


(11)
C3HO2S3 | wB97M-V/def2-TZVPD

XYZ file:
```
9
Properties=species:S:1:pos:R:3:nbo_charge:R:1
C 1.0048 -1.4811 1.1149 -0.2989
C 1.2958 1.6799 -0.5667 1.0267
C -0.8152 -0.4673 0.3579 -0.4286
O 1.8134 1.9931 0.4177 -0.5557
O 0.9826 1.5029 -1.6480 -0.5518
S 1.8637 -2.1079 -0.0176 -0.0884
S -1.0313 1.1477 0.2467 -0.1659
S -2.2067 -1.5968 0.4076 -0.0501
H -2.9071 -0.6706 -0.3125 0.1127
```

Values from the calculation:
charge = -1
highest occupied orbital energy = -2.733 eV
multiplicity = 1
frontier orbital gap = 0.2180 Ha
LUMO level = 3.20 eV
energy above the lowest of the compared OMol25 structures with the same formula, charge and spin = 73.8 kcal per mole


(12)
C3HO3S | wB97M-V/def2-TZVPD

XYZ file:
```
8
Properties=species:S:1:pos:R:3:nbo_charge:R:1
O -2.9025 -0.0383 -0.3076 -0.5171
C -1.7452 0.0834 -0.1160 0.7437
C -0.4854 0.2112 0.0843 -0.6860
C 0.6361 -0.4809 -0.5936 0.2618
O 0.5592 -1.1687 -1.6049 -0.6664
S 2.1401 -0.1772 0.2272 0.6075
O 1.8694 0.7371 1.4260 -1.0667
H -0.0719 0.8333 0.8846 0.3232
```

Values from the calculation:
charge = -1
highest occupied orbital energy = -2.835 eV
multiplicity = 1
frontier orbital gap = 0.2398 Ha
LUMO level = 3.69 eV
energy above the lowest of the compared OMol25 structures with the same formula, charge and spin = 27.8 kcal per mole